No. 1
{
  "formula": "C28H30Br2INO5PPt",
  "method": "the ωB97M-V functional and the def2-TZVPD basis",
  "species": ["Pt", "I", "C", "C", "C", "C", "C", "C", "C", "C", "C", "C", "H", "H", "H", "H", "H", "H", "C", "C", "C", "C", "C", "C", "Br", "C", "C", "Br", "C", "O", "C", "N", "H", "H", "H", "H", "H", "H", "C", "C", "C", "C", "O", "P", "O", "O", "O", "C", "C", "C", "C", "H", "H", "H", "H", "H", "H", "H", "H", "H", "H", "H", "H", "H", "H", "H", "H", "H", "H"],
  "coordinates": [[-1.82693, -0.35939, -0.00536], [-4.11741, -1.72469, -0.54824], [-5.19595, -0.05776, 0.15737], [-6.55404, -0.15648, 0.20615], [-7.30352, 0.97942, 0.58442], [-6.65970, 2.15171, 0.86070], [-5.24515, 2.24964, 0.80895], [-4.58879, 3.47452, 1.06495], [-3.22541, 3.54213, 0.99857], [-2.45917, 2.39280, 0.71726], [-3.03213, 1.16875, 0.46519], [-4.46281, 1.10231, 0.47764], [-7.05232, -1.08441, -0.04881], [-8.38390, 0.91371, 0.63305], [-7.22883, 3.03761, 1.12249], [-5.18514, 4.34599, 1.31418], [-2.72140, 4.48534, 1.17817], [-1.38101, 2.46873, 0.70970], [-0.73510, -0.16174, -3.12623], [-0.33749, -1.48922, -2.54846], [0.33377, -2.43639, -3.35008], [0.63866, -3.66684, -2.85851], [0.30465, -4.00881, -1.52955], [0.56881, -5.25777, -0.92544], [1.39242, -6.65718, -1.92709], [0.24836, -5.48561, 0.38511], [-0.35902, -4.48843, 1.14637], [-0.81613, -4.87452, 2.94552], [-0.68267, -3.20781, 0.64648], [-1.25380, -2.30460, 1.30629], [-0.31943, -3.00223, -0.75563], [-0.63296, -1.77890, -1.29198], [-1.31829, -0.29541, -4.04071], [0.16147, 0.42464, -3.33863], [-1.31994, 0.39456, -2.40177], [0.59289, -2.17070, -4.36795], [1.14169, -4.39634, -3.47962], [0.47097, -6.43884, 0.84596], [0.97767, 3.70507, 0.40935], [2.33270, 3.07354, 0.72769], [2.86763, 3.62765, 2.03862], [3.32382, 3.35292, -0.40206], [2.21761, 1.64510, 0.95127], [1.36130, 0.62810, 0.01724], [1.58996, 0.90227, -1.42034], [-0.04941, 0.67158, 0.55931], [1.97043, -0.77233, 0.50127], [3.36172, -1.15947, 0.60441], [3.88709, -0.78138, 1.98827], [3.36964, -2.67372, 0.46127], [4.22983, -0.54490, -0.49190], [1.08842, 4.78620, 0.29804], [0.27289, 3.48867, 1.21309], [0.57957, 3.28343, -0.51703], [3.00192, 4.71009, 1.96347], [3.82928, 3.16494, 2.27764], [2.16933, 3.40660, 2.85058], [3.39303, 4.42883, -0.58825], [2.98967, 2.84617, -1.30792], [4.31581, 2.97980, -0.13223], [3.32854, -1.32331, 2.75608], [3.75623, 0.28538, 2.15730], [4.94711, -1.03642, 2.06744], [2.64357, -3.11586, 1.14849], [4.36310, -3.06833, 0.68810], [3.10241, -2.95570, -0.55870], [4.33294, 0.53210, -0.35065], [3.77094, -0.70952, -1.46850], [5.22002, -1.00524, -0.47182]],
  "atomic_forces_ev_per_a": [[-0.77, 0.20, -0.92], [1.00, 0.96, 0.46], [-0.14, -0.41, -0.20], [-0.10, 0.05, 0.02], [0.05, 0.01, 0.00], [-0.02, -0.08, -0.01], [0.06, 0.01, -0.01], [-0.07, 0.07, 0.04], [-0.01, -0.15, 0.01], [-0.06, 0.39, 0.15], [0.65, -0.39, 0.05], [-0.05, 0.15, 0.05], [0.01, 0.08, 0.00], [0.03, 0.01, 0.00], [0.04, -0.02, 0.01], [0.02, -0.02, -0.03], [0.01, -0.01, 0.02], [-0.13, -0.06, -0.02], [0.21, -0.07, 0.03], [-0.16, 0.02, 0.34], [0.00, 0.02, -0.10], [0.04, -0.07, -0.06], [-0.04, 0.17, 0.15], [0.11, -0.04, -0.10], [0.01, 0.01, 0.01], [-0.05, 0.13, 0.13], [0.05, -0.12, -0.12], [0.02, 0.03, -0.01], [-0.15, 0.15, 0.17], [0.23, -0.53, 0.22], [0.11, 0.11, -0.35], [0.16, -0.41, 0.26], [0.04, -0.05, 0.00], [-0.04, -0.06, -0.02], [-0.12, 0.09, 0.07], [-0.02, 0.02, 0.03], [0.00, 0.00, 0.00], [-0.03, -0.01, -0.03], [0.06, -0.34, -0.02], [-0.02, 0.08, -0.10], [-0.02, -0.11, 0.15], [-0.05, -0.22, -0.01], [-0.07, 0.25, -0.12], [0.70, -0.01, -0.03], [-0.03, 0.01, -0.03], [-1.15, -0.14, -0.02], [0.04, 0.09, 0.07], [0.23, -0.09, -0.01], [-0.24, 0.06, 0.00], [-0.22, -0.06, -0.04], [-0.27, 0.17, -0.04], [-0.01, -0.05, 0.01], [0.05, 0.10, 0.01], [0.00, 0.10, 0.02], [0.01, -0.06, 0.02], [-0.06, 0.05, -0.02], [0.06, 0.05, -0.06], [-0.01, -0.07, 0.05], [0.04, 0.03, 0.00], [-0.04, 0.02, -0.03], [0.05, 0.03, -0.04], [0.06, 0.02, 0.01], [-0.05, -0.01, 0.00], [0.04, -0.01, -0.06], [-0.03, 0.02, -0.02], [-0.04, -0.06, 0.01], [0.03, -0.03, -0.02], [0.05, -0.01, 0.04], [-0.02, 0.01, 0.03]],
  "lowdin_charge": [0.8595, 1.1619, -0.5922, -0.1720, -0.0974, -0.0479, -0.1767, -0.0676, -0.0812, -0.1151, -0.2932, -0.2445, 0.0859, 0.0968, 0.1062, 0.1005, 0.0979, 0.0449, -0.0495, -0.3152, -0.0157, -0.0366, -0.2131, -0.6519, 0.6976, -0.2043, -0.6218, 0.7160, -0.4878, -0.1921, -0.1380, 0.0219, 0.0802, 0.0714, 0.0397, 0.1132, 0.0720, 0.0870, -0.0410, -0.6234, -0.0386, -0.0392, -0.1731, 0.2896, -0.2678, -0.3813, -0.1464, -0.6144, -0.0268, -0.0266, -0.0342, 0.0878, 0.0766, 0.0857, 0.0839, 0.0824, 0.0897, 0.0829, 0.0726, 0.0792, 0.0918, 0.0675, 0.0839, 0.0905, 0.0864, 0.0853, 0.0670, 0.0859, 0.0850],
  "homo_ha": -0.1577,
  "charge": -1,
  "fmax_ha_per_bohr": 0.0284,
  "spin_multiplicity": 1,
  "e_above_lowest_kcal_mol": 25.3,
  "orbital_gap_ev": 6.4
}

No. 2
{
  "formula": "C28H30CdMg2N10O12",
  "method": "the ωB97M-V functional and the def2-TZVPD basis",
  "species": ["Mg", "Mg", "Cd", "N", "O", "O", "O", "N", "O", "O", "O", "N", "O", "O", "O", "N", "O", "O", "O", "N", "C", "C", "C", "C", "H", "H", "H", "H", "H", "N", "C", "C", "C", "C", "H", "H", "H", "H", "H", "N", "C", "C", "C", "C", "C", "H", "H", "H", "H", "H", "N", "C", "C", "C", "C", "C", "H", "H", "H", "H", "H", "N", "C", "C", "C", "C", "C", "H", "H", "H", "H", "H", "N", "C", "C", "C", "C", "C", "H", "H", "H", "H", "H"],
  "coordinates": [[-16.51964, -27.33108, 11.49140], [-14.61928, -26.22348, 7.27758], [-12.94706, -24.13779, 12.96388], [-14.82538, -25.00407, 10.34535], [-14.69626, -25.12605, 9.08537], [-13.89586, -24.62082, 11.02757], [-15.83940, -25.37056, 10.90124], [-14.19781, -27.07727, 13.76640], [-13.46986, -26.09512, 13.63151], [-14.11283, -27.77595, 14.74426], [-15.11553, -27.30763, 12.91575], [-13.90785, -28.28042, 9.53238], [-14.84887, -27.98314, 10.30065], [-12.94249, -28.95239, 9.85899], [-13.92361, -27.79514, 8.40644], [-17.50163, -27.41627, 8.53890], [-16.57776, -26.89594, 7.92663], [-17.55699, -27.31352, 9.76437], [-18.33870, -27.94772, 7.88067], [-14.90699, -20.50634, 10.09857], [-15.29493, -21.66356, 9.39862], [-16.65187, -21.73952, 9.52384], [-17.08531, -20.62520, 10.17934], [-15.99312, -19.82805, 10.44001], [-13.95596, -20.26133, 10.33441], [-14.55042, -22.38818, 9.10361], [-17.30412, -22.56095, 9.26652], [-18.13151, -20.45615, 10.38741], [-15.90575, -18.81592, 10.80655], [-20.88719, -24.28733, 7.74285], [-19.68554, -24.92458, 8.06970], [-19.29953, -24.50316, 9.32265], [-20.30171, -23.62764, 9.83171], [-21.24788, -23.46831, 8.82220], [-21.37080, -24.34585, 6.85810], [-19.19772, -25.55832, 7.34390], [-18.41220, -24.84753, 9.83298], [-20.17357, -23.19201, 10.81162], [-22.16887, -22.90891, 8.74961], [-15.56407, -24.73796, 6.35479], [-15.24157, -24.19554, 5.10477], [-15.91752, -23.13419, 4.47606], [-16.92248, -22.45434, 5.20036], [-17.30755, -23.02045, 6.41804], [-16.66641, -24.11209, 6.93207], [-14.47149, -24.76626, 4.60712], [-15.75825, -22.75626, 3.47695], [-17.49636, -21.64641, 4.77104], [-18.07408, -22.60431, 7.05496], [-16.90697, -24.48042, 7.91842], [-14.78648, -23.44438, 13.56656], [-15.67602, -22.69372, 12.80760], [-17.04931, -22.55035, 13.10882], [-17.52371, -23.01471, 14.32858], [-16.69648, -23.77785, 15.10710], [-15.37812, -23.93899, 14.73856], [-15.24681, -22.24396, 11.92448], [-17.78569, -22.01182, 12.53080], [-18.56327, -22.93907, 14.61138], [-17.01893, -24.25680, 16.01981], [-14.70692, -24.62655, 15.23167], [-11.19482, -24.98286, 12.27770], [-11.25785, -26.06621, 11.42432], [-10.14847, -26.63347, 10.82575], [-8.89232, -26.13300, 11.05211], [-8.73303, -25.05424, 11.94312], [-9.92000, -24.55336, 12.49893], [-12.19767, -26.53205, 11.16718], [-10.29799, -27.51137, 10.21474], [-8.05608, -26.63659, 10.59005], [-7.76312, -24.59550, 12.06651], [-9.92574, -23.64065, 13.07627], [-12.66539, -25.77367, 6.86521], [-11.98007, -25.87395, 5.62585], [-10.64437, -25.74534, 5.52431], [-9.84996, -25.37191, 6.64170], [-10.50706, -25.08896, 7.79956], [-11.83492, -25.33100, 7.93310], [-12.53449, -25.97701, 4.70476], [-10.10934, -25.87856, 4.59567], [-8.80689, -25.17003, 6.44774], [-9.92749, -24.72976, 8.63709], [-12.34224, -25.23801, 8.88198]],
  "atomic_forces_ev_per_a": [[1.90, 0.32, -1.73], [-0.84, -1.12, 1.90], [0.14, 0.53, 0.13], [0.13, -1.78, -2.51], [0.08, 1.06, 1.98], [1.49, 1.03, -0.78], [-2.08, -0.07, 0.60], [-1.79, -1.47, 1.63], [0.77, -0.02, -0.33], [0.18, -0.09, -0.36], [-0.43, 0.28, -0.48], [1.04, -0.30, 0.82], [-0.46, -0.36, 0.87], [-0.77, 0.05, 0.67], [0.00, 0.77, -2.46], [-0.15, -0.30, -2.56], [2.68, 1.48, -0.58], [-0.47, -0.25, 3.49], [-1.88, -1.24, 0.38], [1.26, -1.55, -1.76], [1.24, 0.03, 1.34], [0.30, -1.97, -0.73], [-1.25, 1.88, 0.64], [-1.27, 0.97, 1.27], [-0.23, 0.22, -0.47], [-0.08, 0.08, -0.20], [0.18, -0.01, -0.28], [0.12, 0.49, -0.01], [-0.18, -0.17, 0.27], [1.21, 0.35, 1.82], [-0.82, 0.76, -0.48], [-0.39, -0.47, -0.57], [0.19, -0.01, -1.06], [0.40, -0.80, -0.24], [0.07, -0.04, 0.29], [-0.11, -0.08, 0.14], [-0.03, 0.05, 0.05], [-0.69, 0.28, -0.15], [0.15, 0.03, 0.23], [-2.23, 3.47, -2.54], [-0.83, -0.79, 0.98], [-0.55, 0.33, 1.37], [0.12, -1.83, 0.12], [0.03, 0.70, -0.14], [2.44, -1.22, 0.06], [0.16, 0.32, -0.28], [0.69, -0.45, -0.07], [0.24, 0.19, -0.02], [-0.23, 0.15, -0.25], [-0.23, -0.10, -0.11], [-4.81, 1.81, 1.78], [0.31, -0.69, 0.37], [0.77, 0.28, 0.89], [-0.28, -0.61, -0.78], [1.29, -0.20, 0.65], [1.60, -0.49, -1.87], [-0.20, 0.01, -0.23], [0.66, 0.17, -0.64], [-0.09, 0.34, -0.10], [-0.08, 0.06, 0.05], [-0.17, 0.10, 0.62], [2.84, -2.00, -1.98], [-0.08, 0.44, 0.42], [-0.69, -0.13, 0.32], [0.66, 0.45, 0.97], [-1.54, -0.68, -0.91], [-0.11, 1.10, -0.03], [-0.40, 0.32, 0.45], [-0.08, 0.02, -0.14], [0.24, 0.24, -0.04], [-0.16, 0.10, 0.44], [0.53, -0.04, 0.33], [4.03, 1.36, -0.56], [-2.09, 0.24, 2.38], [2.49, 0.38, 0.80], [-1.08, 0.00, -2.27], [1.32, 0.17, 0.88], [-3.11, -1.60, -2.26], [-0.49, -0.46, 0.23], [-0.36, -0.04, -0.26], [0.14, -0.17, 0.41], [-0.19, 0.09, 0.22], [-0.06, 0.11, -0.04]],
  "lowdin_charge": [1.0882, 0.7466, 1.4533, -0.4708, -0.0540, -0.1050, -0.0164, -0.5156, -0.1572, 0.1388, -0.1025, -0.5188, -0.0690, 0.0951, -0.0540, -0.5491, -0.0628, -0.0751, 0.1299, 0.0077, -0.1158, -0.1428, -0.1186, -0.1311, 0.1545, 0.0974, 0.0771, 0.1093, 0.1259, 0.0351, -0.1331, -0.1462, -0.0990, -0.0989, 0.1502, 0.1044, 0.0701, 0.0837, 0.1092, 0.0000, -0.0645, -0.0171, -0.0010, -0.0466, -0.1144, 0.0911, 0.1143, 0.1213, 0.1098, 0.0806, -0.0982, -0.0831, -0.0082, -0.0289, -0.0408, -0.1005, 0.0779, 0.1052, 0.1286, 0.1271, 0.1006, -0.0912, -0.1139, -0.0524, -0.0264, 0.0016, -0.1103, 0.0976, 0.1274, 0.1278, 0.1219, 0.1049, 0.0234, -0.0781, -0.0377, -0.0035, -0.0747, -0.0644, 0.1131, 0.1223, 0.1254, 0.1080, 0.0850],
  "homo_ha": -0.4478,
  "charge": 2,
  "fmax_ha_per_bohr": 0.1058,
  "spin_multiplicity": 1,
  "orbital_gap_ev": 6.6
}